Here is a structure of composition CH5IN2 from the OMol25 dataset. Energies are from ωB97M-V/def2-TZVPD.

Each line ends with the Löwdin charge.
Geometry (Å):
C (-0.073, 0.375, 1.098)  -0.376
N (-0.726, -0.134, -1.621)  0.100
N (0.795, 0.165, 0.020)  -0.626
I (1.751, -1.532, 0.114)  0.872
H (0.397, 0.356, 2.066)  0.064
H (-0.566, 1.322, 0.922)  0.079
H (-0.829, -0.326, 1.242)  0.039
H (-0.696, 0.654, -2.224)  -0.024
H (-0.052, -0.882, -1.616)  -0.127

Properties
- Spin multiplicity: 1
- DFT total energy: -448.1141 a.u.
- Maximum force: 4.4 eV Å⁻¹
- Frontier orbital gap (spin up / spin down): 0.27139 / 0.27135 hartree

=====

Here is a cluster of 2 separate species, CH5INP in total from the OMol25 dataset. Energies are from ωB97M-V/def2-TZVPD.

Each line ends with the Löwdin charge.
Geometry (Å):
C (-1.320, 1.228, 0.147)  -0.009
N (0.556, -1.363, -0.413)  -0.401
P (1.142, -0.424, 0.832)  0.297
I (3.113, 0.595, -0.224)  0.155
H (-1.107, 2.055, 0.874)  0.010
H (-1.827, 0.336, 0.533)  -0.032
H (-1.039, 1.101, -0.876)  -0.029
H (-0.441, -1.218, -0.351)  -0.025
H (0.924, -2.310, -0.523)  0.035

Properties
- Spin multiplicity: 1
- DFT total energy: -734.8134 a.u.
- Maximum force: 1.9 eV Å⁻¹
- Frontier orbital gap (spin up / spin down): 0.28703 / 0.28158 hartree

=====

Here is the molecule CH5IOSi from the OMol25 dataset. Energies are from ωB97M-V/def2-TZVPD.

Each line ends with the Löwdin charge.
Geometry (Å):
C (0.995, -1.015, 0.274)  -0.097
O (0.377, 0.316, 0.565)  -0.462
Si (-0.695, 1.079, -0.370)  0.165
I (-3.080, 0.418, 0.421)  0.221
H (1.652, -1.213, 1.095)  0.068
H (1.473, -1.050, -0.722)  0.080
H (0.206, -1.821, 0.263)  0.092
H (-0.458, 0.784, -1.816)  -0.047
H (-0.470, 2.501, 0.290)  -0.020

Properties
- Structure (SMILES): CO[SiH2]I
- Spin multiplicity: 1
- DFT total energy: -703.5565 a.u.
- Maximum force: 2.8 eV Å⁻¹
- Frontier orbital gap: 0.36449 hartree

=====

Here is the molecule CH5IOSi from the OMol25 dataset. Energies are from ωB97M-V/def2-TZVPD.

Each line ends with the Löwdin charge.
Geometry (Å):
C (1.202, -0.809, 0.000)  -0.161
O (-0.171, -0.579, 0.002)  -0.433
Si (-0.968, 0.818, 0.001)  0.068
I (-3.276, 0.018, 0.000)  0.397
H (1.360, -1.888, 0.010)  0.088
H (1.672, -0.369, 0.882)  0.084
H (1.666, -0.386, -0.894)  0.084
H (-0.743, 1.597, -1.207)  -0.064
H (-0.744, 1.598, 1.208)  -0.064

Properties
- Structure (SMILES): CO[SiH2]I
- Spin multiplicity: 1
- DFT total energy: -703.5714 a.u.
- Maximum force: 1.0 eV Å⁻¹
- Frontier orbital gap: 0.37626 hartree

=====

Here is a structure of composition CH5LuO2 from the OMol25 dataset. Energies are from ωB97M-V/def2-TZVPD.

Each line ends with the Löwdin charge.
Geometry (Å):
O (0.096, 0.114, 0.448)  -0.494
H (-0.655, -0.244, -0.864)  0.365
C (0.265, -0.608, 1.643)  -0.138
H (1.329, -0.746, 1.891)  0.093
H (-0.182, -0.053, 2.482)  0.106
H (-0.189, -1.607, 1.550)  0.116
Lu (1.242, 1.601, -0.668)  2.243
O (-0.190, 0.601, -1.932)  -0.359
H (-0.621, 1.001, -2.691)  0.068

Properties
- Spin multiplicity: 1
- DFT total energy: -1426.3367 a.u.
- Maximum force: 4.7 eV Å⁻¹
- Net charge: +2
- Frontier orbital gap: 0.27883 hartree

=====

Here is a cluster of 2 separate species, CH5N2O in total from the OMol25 dataset. Energies are from ωB97M-V/def2-TZVPD.

Each line ends with the Löwdin charge.
Geometry (Å):
O (2.201, -0.890, 0.728)  -0.226
H (1.413, -0.278, 0.457)  -0.020
N (-1.492, -0.244, -1.232)  -0.111
C (-1.273, 0.567, -0.196)  -0.597
N (-0.072, 0.772, 0.375)  -0.100
H (-0.480, -0.559, -1.481)  0.010
H (1.967, -1.854, 0.927)  0.029
H (-1.989, 1.237, 0.433)  0.080
H (0.064, 1.477, 1.015)  -0.065

Properties
- Spin multiplicity: 1
- DFT total energy: -225.8437 a.u.
- Maximum force: 3.9 eV Å⁻¹
- Net charge: -1
- Frontier orbital gap: 0.27739 hartree

=====

> Number 2 is which compound?

CH5INP